# C34H46Br3F7I2N3O21

A 8-piece molecular cluster, C34H46Br3F7I2N3O21 overall (ωB97M-V/def2-TZVPD, the Open Molecules 2025 dataset).

Output
multiplicity	1
net charge	+1

```
116
Properties=species:S:1:pos:R:3:forces:R:3
I -2.8491 6.5621 -0.3910 -0.113 0.187 0.131
I 2.1933 0.2236 2.3287 0.100 0.016 0.009
Br 0.1792 6.0232 -3.0448 0.425 0.374 0.041
Br -4.0977 3.7771 1.9743 -0.005 0.384 0.456
Br 1.4792 3.0133 -1.3017 -0.156 -0.163 0.271
F 2.5933 3.9665 -5.6996 -0.006 0.049 -0.022
F -4.8402 1.8236 7.0053 0.020 -0.021 -0.127
F -3.8875 -3.8416 3.0181 -0.033 0.127 0.022
F 3.1050 -4.0248 4.1979 -0.070 -0.060 -0.020
F 8.8909 -8.6716 1.4646 -0.001 0.073 0.065
F 1.2048 1.4828 -8.9228 -0.037 0.059 -0.013
F 2.1866 -6.5940 7.1540 -0.048 0.042 -0.075
O 4.2971 -5.3494 2.8131 0.259 0.120 0.004
O 1.4606 -9.2448 3.6589 -0.085 0.030 -0.065
O 4.6705 4.8076 -6.0273 0.140 -0.139 0.086
O -2.3747 3.0534 4.9426 0.036 -0.051 -0.072
O 4.9256 5.9877 -4.1506 -0.047 -0.074 -0.051
O -2.1807 0.9119 -8.6535 0.063 -0.083 -0.072
O -4.3151 -2.3545 1.3685 -0.021 -0.100 -0.256
O -0.5983 2.2027 -7.7644 -0.100 -0.331 0.182
O -3.2172 1.1093 5.6024 0.338 -0.075 0.033
O 6.4513 6.1878 -5.8011 0.013 0.035 -0.065
O 4.9543 -6.3431 0.8943 0.042 -0.028 -0.031
O 8.5112 -9.1210 3.6488 -0.038 -0.278 0.024
O -2.2925 -1.5083 1.0534 -0.294 -0.414 -0.134
O 3.3642 -8.2957 4.3990 -0.046 0.022 -0.040
O -4.0650 -0.5469 0.0583 0.117 0.290 -0.139
O -1.7273 1.1655 3.9076 -0.553 -0.217 0.185
O 6.2932 -8.9861 3.7062 -0.047 -0.020 -0.020
O 3.9460 -4.3265 0.8676 -0.045 0.060 0.068
O 1.5062 -8.0959 5.6061 0.034 -0.221 0.101
O 7.4318 -9.1499 5.6370 0.013 0.050 0.073
O -2.7699 2.5600 -7.2456 -0.009 0.134 0.145
N -3.4508 3.6444 -1.0454 -0.574 0.369 -0.186
N -2.0740 1.8400 -0.4757 -0.239 0.006 -0.469
N -1.2009 3.9376 -1.3371 0.350 -0.783 0.487
C -3.4046 3.3688 5.8932 0.010 0.014 0.075
C 6.6705 -8.7700 2.3404 -0.072 -0.031 -0.039
C 3.6750 -7.3961 5.4670 0.182 -0.040 0.043
C -5.9686 1.8669 1.0685 -0.215 -0.259 -0.024
C -3.6979 5.0084 -1.5797 0.179 -0.295 -0.125
C -3.3465 5.1639 -3.0478 -0.232 0.602 0.104
C -1.7412 1.7035 0.9750 0.810 -0.114 -0.179
C 3.7814 4.2483 -5.0923 0.077 0.167 -0.076
C -3.4091 -3.3392 1.8673 0.021 0.076 0.086
C -0.9506 0.5261 -9.2817 -0.019 -0.047 0.007
C -3.5986 -1.3936 0.7586 -0.079 -0.233 0.306
C 5.4591 5.7202 -5.3719 -0.195 0.029 0.073
C -3.5686 2.0455 6.6170 -0.132 0.075 -0.068
C 3.2737 -3.5470 1.8630 0.037 0.047 -0.082
C 3.9467 -4.0168 3.1370 -0.041 -0.106 -0.127
C 7.4121 -9.0944 4.4540 0.034 0.175 -0.189
C 2.0524 -8.6130 4.4650 0.124 0.216 0.081
C 3.6494 5.3513 -4.0632 0.082 -0.004 0.138
C 2.5661 -7.6918 6.4551 -0.049 0.021 -0.167
C -5.3394 3.1667 0.6395 -0.056 -0.261 -0.230
C -0.5849 0.7584 1.2807 0.080 0.045 0.129
C 0.0747 1.0733 -8.3099 0.009 0.216 -0.122
C -4.3272 6.1182 -3.7223 -0.049 -0.232 0.201
C -2.1433 -2.5260 2.0644 0.019 -0.052 -0.002
C 4.4529 -5.4340 1.4576 -0.236 0.007 0.083
C -4.6696 2.9035 -0.7158 0.093 0.173 0.023
C -2.2747 3.1152 -0.9380 0.487 -0.217 0.077
C 8.0754 -9.3369 2.3153 -0.022 0.140 0.153
C -0.2211 3.3199 -2.2393 0.311 0.361 0.394
C 0.0948 4.1531 -3.4784 -0.580 -0.512 -0.010
C -1.9404 1.9532 -7.8344 0.106 0.033 -0.156
C -0.8767 3.8657 -4.6221 0.240 -0.029 0.016
C 0.4189 1.4011 2.1978 0.506 0.038 0.176
C -2.3732 1.7187 4.7387 -0.522 0.325 0.313
H -5.3835 3.1732 -1.4803 -0.259 -0.072 -0.305
H 0.7349 2.3821 1.8836 0.219 0.285 -0.314
H 3.3878 -2.4864 1.6621 0.147 -0.066 -0.116
H 2.8672 6.0573 -4.3404 -0.059 -0.040 -0.104
H 4.2008 3.3155 -4.7116 -0.110 -0.082 -0.009
H 3.4698 4.9871 -3.0544 0.153 0.047 0.042
H -3.0956 4.1894 6.5323 0.176 -0.031 -0.044
H -5.1895 5.5780 -4.0889 -0.261 -0.056 -0.185
H -1.3497 4.7635 -4.9780 -0.231 0.204 -0.224
H -6.8489 2.0035 1.6757 -0.125 0.108 0.367
H 2.2132 -3.8014 1.8706 -0.025 -0.038 0.099
H -1.4748 2.6885 1.3370 -0.055 0.313 0.094
H -3.3276 -4.1427 1.1350 -0.032 -0.057 0.034
H -0.9083 -0.5512 -9.4052 -0.128 -0.024 0.099
H 5.9799 -9.2706 1.6695 -0.082 -0.080 0.128
H -2.9076 1.9061 7.4726 -0.047 -0.034 0.053
H -1.2291 -3.0889 1.9081 0.026 0.071 -0.177
H -3.8600 6.6472 -4.5369 0.083 0.076 -0.353
H 6.6639 -7.7022 2.1301 0.112 0.011 -0.079
H -4.3200 3.6354 5.3640 -0.049 -0.066 0.006
H -0.1187 0.4471 0.3611 0.212 -0.080 -0.435
H 2.7850 -8.4953 7.1588 -0.006 0.056 0.101
H -0.8637 1.0139 -10.2523 0.063 0.057 0.006
H -0.5425 2.3449 -2.5642 -0.166 -0.390 0.019
H -6.2624 1.3024 0.1932 -0.270 -0.152 -0.257
H 0.3431 0.3933 -7.4998 0.080 -0.011 -0.009
H -0.9530 -0.1296 1.7712 0.085 0.058 -0.002
H -4.4986 1.8444 -0.8090 0.166 -0.235 -0.012
H 4.8468 -3.4640 3.4091 -0.032 0.040 0.094
H -2.1287 -2.0572 3.0483 -0.063 -0.002 0.051
H -0.7036 4.2244 -0.4932 -0.149 0.616 -0.154
H 4.6722 -7.5942 5.8501 0.009 -0.170 -0.086
H 1.0701 3.8328 -3.7923 0.464 0.248 -0.135
H 8.1342 -10.4027 2.0921 0.060 -0.003 -0.084
H -3.3817 4.1936 -3.5246 0.082 -0.255 -0.150
H -2.3603 5.5881 -3.1255 0.340 -0.237 -0.067
H 3.6120 -6.3687 5.1081 -0.085 0.003 0.079
H -1.6368 3.1486 -4.3445 -0.300 -0.113 0.125
H -4.7594 5.1458 -1.4816 -0.384 0.048 0.263
H -0.3320 3.4206 -5.4397 0.160 -0.039 -0.357
H -4.6821 6.8609 -3.0202 -0.052 0.325 0.190
H -5.2418 1.2560 1.5794 0.140 -0.253 0.257
H -2.8139 1.2060 -0.7538 0.019 -0.190 0.320
H -6.1096 3.9152 0.5498 0.038 0.494 -0.030
H 0.0540 1.4713 3.2097 0.176 -0.002 -0.099
H -2.6220 1.4010 1.5204 -0.331 0.016 -0.049
```
Positions in Å, forces in eV/Å.

Atomic partial charges in e from the Mulliken method, atoms 1 to 99: I 0.165; I 0.053; Br -0.049; Br -0.135; Br -0.124; F -0.248; F -0.281; F -0.281; F -0.286; F -0.287; F -0.273; F -0.290; O -0.181; O -0.527; O -0.335; O -0.283; O -0.361; O -0.328; O -0.331; O -0.257; O -0.301; O -0.460; O -0.446; O -0.335; O -0.234; O -0.194; O -0.514; O -0.390; O -0.215; O -0.373; O -0.351; O -0.515; O -0.499; N 0.548; N 0.093; N 0.599; C -0.389; C -0.220; C 0.054; C -1.493; C -1.652; C 1.102; C -1.003; C 0.314; C 0.241; C -0.454; C 0.532; C 0.553; C 0.251; C -0.100; C 0.318; C 0.621; C 0.596; C -0.074; C 0.270; C 0.482; C -0.396; C 0.324; C -1.579; C -0.312; C 0.562; C -1.839; C -1.013; C 0.314; C -0.688; C 0.319; C 0.632; C -1.613; C -1.376; C 0.501; H 0.653; H 0.615; H -0.009; H 0.126; H 0.264; H 0.174; H 0.288; H 0.382; H 0.356; H 0.391; H 0.160; H 1.250; H 0.315; H 0.277; H 0.255; H 0.304; H 0.188; H 0.427; H 0.111; H 0.237; H 0.949; H 0.293; H 0.292; H 0.634; H 0.427; H 0.277; H -0.077; H 0.490; H 0.274

***

# C30H39N10O2SSr

C30H39N10O2SSr as an isolated structure (ωB97M-V/def2-TZVPD, the Open Molecules 2025 dataset).

Output
multiplicity	1
energy relative to the best compared isomer or geometry (same formula, charge and spin)	0.0	kcal/mol
net charge	+1

```
83
Properties=species:S:1:pos:R:3:forces:R:3
Sr -0.8818 -0.0226 -0.0775 1.769 0.669 0.139
S -4.4565 -0.8246 -0.0069 -0.155 0.011 -0.044
O -4.6536 -1.3995 1.2961 -0.041 0.039 -0.006
O -4.5908 0.6114 -0.1257 -0.038 0.020 -0.030
N -0.4131 4.0968 1.1613 0.224 -0.041 0.158
N 2.3040 0.2733 0.3525 -0.194 -0.405 -0.117
N -1.8360 2.3949 0.3177 -0.132 0.191 0.058
N -8.2991 -3.2126 -3.8179 -0.008 -0.039 0.025
N -2.9230 -1.1099 -0.5140 -1.082 -0.438 -0.135
N -1.1910 -2.6064 -0.5722 -0.113 0.022 0.075
N 4.1117 -0.6417 -0.8915 0.094 -0.110 -0.219
N 0.3641 2.3459 -0.2599 -0.105 -0.113 -0.170
N -3.4274 -3.4110 -0.4464 -0.055 0.153 -0.028
N 2.6437 -2.0242 0.2152 -0.035 0.038 0.156
C -6.4329 -1.7521 -3.3722 -0.008 -0.013 -0.001
C 2.5482 -3.0034 -0.8543 0.091 0.015 -0.117
C -2.5344 -2.4103 -0.5164 0.081 -0.759 0.011
C 3.8423 3.6667 -0.0778 -0.056 -0.087 0.010
C -2.6861 2.4507 1.5137 -0.080 0.100 0.076
C -5.5270 -1.2109 -2.4832 0.038 0.071 -0.051
C -2.5345 2.6611 -0.9527 -0.015 0.076 -0.073
C -1.6255 -4.9531 -0.4324 0.165 0.045 -0.018
C 0.8469 4.4300 1.8135 0.011 -0.014 -0.001
C 5.0320 3.4544 0.6616 -0.005 0.035 -0.014
C -7.4158 -2.6444 -2.9262 0.039 0.026 0.053
C 1.4262 4.1916 -1.3678 -0.015 -0.122 0.081
C -0.5492 2.9953 0.3908 -0.316 0.048 -0.008
C -6.5366 -2.4505 -0.6852 0.036 -0.026 0.041
C 2.8048 2.6962 -0.0409 -0.066 -0.029 -0.001
C 1.5429 3.0601 -0.5989 0.096 0.040 0.034
C -7.4533 -2.9843 -1.5676 0.002 0.011 -0.055
C -0.7735 -3.8750 -0.5112 -0.082 -0.079 -0.057
C 4.2803 0.4480 -1.8372 0.027 0.034 0.015
C 3.0762 1.4331 0.5778 0.110 0.265 0.089
C -2.9794 -4.6487 -0.4139 -0.061 0.065 0.002
C 5.2416 -1.5455 -0.7577 0.086 0.083 0.068
C 5.1776 2.3264 1.4136 0.017 -0.029 0.008
C -1.4304 5.1346 1.2504 0.020 0.015 -0.029
C 1.7377 -2.2170 1.3285 0.001 -0.054 -0.214
C 2.5140 5.0694 -1.5295 0.010 0.071 -0.046
C 3.6746 4.8408 -0.8540 0.058 0.042 0.006
C 4.2068 1.3096 1.3546 0.026 0.088 -0.040
C -5.5753 -1.5614 -1.1428 0.029 0.082 0.092
C 3.0091 -0.7374 -0.0982 -0.158 0.079 0.092
H 0.6128 4.8991 2.7697 -0.010 0.004 -0.002
H 1.4197 3.5257 2.0046 -0.009 0.020 0.011
H -9.1392 -3.6140 -3.4383 -0.007 0.000 -0.005
H 1.8378 -3.2349 1.7077 -0.002 0.007 -0.037
H 4.5818 1.3826 -1.3663 0.077 0.025 0.008
H -3.2555 3.3780 1.6066 0.026 -0.013 -0.022
H -6.5510 -2.7213 0.3618 -0.007 0.005 -0.011
H -6.3911 -1.4836 -4.4209 0.000 0.000 0.007
H 6.0628 2.1795 2.0188 0.003 0.010 -0.009
H -0.9783 6.0899 0.9741 0.001 -0.012 -0.002
H 5.0590 0.1621 -2.5421 -0.055 -0.045 -0.048
H 2.3998 5.9534 -2.1435 0.007 -0.004 0.010
H -2.8587 3.7044 -1.0292 0.002 -0.021 -0.002
H 1.4542 5.1178 1.2205 -0.002 -0.011 0.003
H 3.3566 0.6150 -2.3930 -0.019 0.059 0.057
H 0.7003 -2.0877 1.0010 -0.141 -0.065 0.237
H 5.0691 -2.2435 0.0563 -0.006 -0.010 -0.005
H -1.2593 -5.9674 -0.3879 0.006 0.019 -0.006
H -1.8255 5.2186 2.2648 0.009 -0.002 -0.011
H 3.3809 -2.9114 -1.5457 -0.047 -0.015 0.050
H 1.9670 -1.5150 2.1237 -0.017 0.040 -0.009
H 0.2941 -4.0263 -0.5248 0.018 -0.052 0.013
H 4.3862 0.3702 1.8662 -0.013 0.028 -0.010
H -1.8565 2.4586 -1.7841 -0.011 0.019 0.006
H 0.4613 4.4392 -1.7956 0.010 -0.011 0.000
H -2.2473 4.9454 0.5631 0.005 0.005 0.003
H -3.7320 -5.4303 -0.3645 0.019 0.027 -0.003
H -4.7789 -0.5096 -2.8333 -0.018 -0.005 -0.001
H -8.2067 -3.6762 -1.2110 0.004 0.004 -0.003
H 5.8045 4.2125 0.6361 -0.006 -0.004 0.003
H -3.4080 2.0203 -1.0125 -0.016 -0.027 -0.036
H 2.5679 -4.0073 -0.4337 0.014 -0.039 0.025
H 5.4212 -2.1059 -1.6791 0.001 0.004 0.008
H 4.4938 5.5476 -0.9031 -0.015 -0.001 -0.003
H -3.4072 1.6401 1.4607 -0.026 -0.041 0.012
H -8.4277 -2.7475 -4.6994 -0.005 0.012 -0.016
H -2.0590 2.3402 2.3992 -0.027 0.018 0.005
H 1.6228 -2.8736 -1.4268 0.050 -0.006 -0.024
H 6.1420 -0.9688 -0.5297 -0.005 -0.001 -0.009
```
Positions in Å, forces in eV/Å.

Partial charges, Mulliken, in e: Sr 1.653; S 1.475; O -0.765; O -0.900; N 0.488; N 0.099; N 1.070; N -0.530; N -0.855; N -0.243; N 0.436; N 0.548; N -0.341; N 0.229; C -0.903; C -1.111; C 0.586; C 0.885; C -1.000; C -0.308; C -1.000; C -1.089; C -0.970; C -0.932; C 1.011; C 0.082; C -0.294; C -0.417; C 1.299; C -1.582; C -0.754; C 0.302; C -0.849; C -1.090; C -0.219; C -1.330; C -0.932; C -1.274; C -0.887; C -0.970; C -0.967; C -0.064; C -0.206; C 0.150; H 0.441; H 0.308; H 0.224; H 0.352; H 0.212; H 0.322; H 0.485; H 0.297; H 0.429; H 0.384; H 0.429; H 0.430; H 0.304; H 0.278; H 0.272; H 0.112; H 0.392; H 0.418; H 0.358; H 0.346; H 0.286; H 0.179; H 0.531; H 0.326; H 0.517; H 0.367; H 0.455; H 0.397; H 0.300; H 0.426; H 0.246; H 0.414; H 0.433; H 0.428; H 0.039; H 0.224; H 0.431; H 0.289; H 0.385

***

# C3H6IN2O

A 2-piece molecular cluster, C3H6IN2O overall (ωB97M-V/def2-TZVPD, the Open Molecules 2025 dataset).

Output
multiplicity	1
energy relative to the best compared isomer or geometry (same formula, charge and spin)	119.9	kcal/mol
net charge	+1

```
13
Properties=species:S:1:pos:R:3:forces:R:3
I 3.8981 0.6711 0.0348 -0.166 0.636 -0.201
O 5.3555 -1.7524 -0.2624 -1.756 -2.466 0.305
N 4.5821 -2.5625 -0.1331 1.324 2.369 -0.244
N 1.3753 -0.7822 0.4747 -0.453 -0.719 0.814
C -0.5621 0.1136 -0.5372 -0.424 -2.878 -0.654
C 0.5761 0.4281 0.4613 -3.194 -1.822 -1.600
C 2.6051 -0.8842 0.1827 0.948 -0.957 0.362
H 0.1296 0.6481 1.3832 -0.182 0.117 1.643
H -1.2795 -0.7281 -0.1281 1.682 1.273 -0.902
H -1.2504 0.8342 -0.8553 -0.819 1.978 0.559
H -0.1721 -0.1304 -1.5746 -0.013 -0.483 1.392
H 0.7919 -1.6200 0.7361 1.104 0.695 -0.671
H 1.0952 1.2203 0.1033 1.948 2.258 -0.802
```
Positions in Å, forces in eV/Å.

Partial charges, Mulliken, in e: I 0.304; O -0.033; N 0.372; N -0.004; C -1.121; C -0.406; C -0.022; H 0.269; H 0.302; H 0.390; H 0.306; H 0.314; H 0.329

***

no.,F_max (eV Å⁻¹),E_tot (eV)
1,0.99,-328817.803
2,1.90,-62406.928
3,4.01,-16324.510